Entry 1:
{"formula": "C7H14N2", "method": "ωB97M-V/def2-TZVPD", "gap_ev": 8.616, "relative_energy_kj_mol": 501.9, "energy_ha": -384.44075, "fmax_ev_per_a": 3.5, "molar_mass_g_mol": 126.203, "elements": ["H", "H", "H", "H", "C", "H", "C", "H", "C", "H", "H", "C", "H", "N", "H", "H", "N", "H", "H", "C", "C", "H", "C"], "coordinates": [[-3.426, -1.800, 0.864], [-1.935, -2.851, 0.685], [2.149, -1.167, 0.038], [-1.423, 0.566, 2.217], [-2.283, -1.836, 1.051], [3.064, 1.425, 1.084], [-1.731, -0.538, 0.434], [1.405, 0.712, 1.244], [-1.388, 0.474, 1.205], [-1.374, -1.398, -1.605], [2.655, 2.187, -1.038], [1.766, 1.824, -0.583], [1.065, 2.573, -0.528], [0.731, -0.057, -2.036], [3.563, -0.248, -0.871], [-2.016, -1.787, 2.216], [1.505, 0.451, -1.325], [-1.204, 1.340, 0.644], [-1.098, 0.281, -1.520], [-1.827, -0.565, -1.084], [2.524, -0.183, -0.321], [-2.919, -0.394, -1.345], [2.198, 0.990, 0.575]]}

---

Entry 2:
{"formula": "C26H64F6N4O2P", "method": "ωB97M-V/def2-TZVPD", "gap_ev": 10.942, "charge": 3, "relative_energy_kj_mol": 396.7, "energy_ha": -2338.27145, "fmax_ev_per_a": 4.2, "molar_mass_g_mol": 609.786, "elements": ["C", "C", "C", "C", "H", "H", "H", "H", "H", "H", "H", "F", "H", "H", "C", "F", "C", "P", "H", "H", "H", "C", "H", "F", "H", "C", "H", "H", "H", "C", "H", "C", "O", "C", "H", "H", "H", "F", "C", "H", "H", "H", "C", "C", "H", "C", "H", "H", "H", "C", "H", "H", "H", "H", "F", "H", "H", "O", "H", "C", "C", "H", "H", "H", "H", "C", "F", "H", "H", "H", "C", "H", "H", "H", "H", "H", "H", "H", "N", "H", "H", "H", "C", "C", "N", "C", "N", "H", "C", "H", "H", "H", "H", "H", "H", "H", "C", "C", "H", "N", "H", "H", "H"], "coordinates": [[-6.895, -1.974, 4.684], [-4.436, -2.811, 4.852], [2.729, -7.150, -4.562], [1.191, -5.743, -3.145], [4.617, 2.045, 4.861], [-5.444, -1.078, 2.687], [-0.669, 5.620, -2.696], [-3.402, 6.799, -2.956], [8.670, 2.820, 4.627], [-4.036, -1.797, 4.852], [-4.621, -3.168, 5.865], [1.129, 0.572, -2.168], [-8.873, -0.100, 5.396], [-3.701, -3.470, 4.389], [-2.680, 6.006, -2.763], [2.053, 2.049, -0.579], [-6.189, -4.255, 3.536], [1.153, 0.689, -0.492], [5.443, 3.131, 6.130], [2.566, 4.328, -4.610], [-0.788, -6.511, -2.681], [3.320, -4.875, -4.154], [-5.278, -4.832, 3.377], [1.214, 0.654, 1.147], [-5.763, -0.266, 5.623], [5.501, 2.278, 5.455], [-2.844, 7.006, -5.925], [7.499, 1.927, 2.709], [-2.817, 4.285, -5.664], [-7.896, 0.038, 5.858], [5.876, 1.370, 5.928], [6.729, 1.553, 3.385], [0.676, -8.128, -2.277], [0.156, -6.957, -2.995], [1.282, 6.702, -6.023], [0.251, -8.920, -2.613], [7.706, 3.346, 6.116], [2.632, -0.073, -0.442], [-3.373, 4.836, -3.429], [7.204, 4.207, 3.057], [-7.895, -4.029, 2.120], [-5.650, -2.992, 0.700], [-6.806, -4.060, 2.125], [-1.839, 6.585, -5.943], [-7.984, -0.625, 6.719], [-5.351, -2.163, 2.651], [2.551, -8.094, -4.047], [6.794, -0.584, 2.900], [5.659, -0.155, 4.261], [-2.416, 4.512, -4.676], [1.306, 6.560, -4.374], [7.141, -1.283, 5.093], [-0.115, 4.410, -6.223], [1.957, -6.836, -5.264], [-0.234, 1.508, -0.579], [-6.560, 0.159, 4.177], [-4.384, 5.016, -3.793], [7.484, -0.477, 4.701], [3.391, -5.795, -1.357], [7.939, 2.564, 5.393], [3.524, -6.467, -2.204], [-7.052, -2.058, 1.304], [5.493, 3.893, 3.521], [5.800, 1.784, 2.863], [-6.610, -4.963, 1.547], [1.271, 5.925, -5.259], [0.300, -0.693, -0.269], [1.181, -5.084, -2.277], [2.443, 4.574, -6.389], [-0.016, -7.361, -3.993], [2.493, 5.060, -5.415], [3.240, -4.002, -3.506], [0.831, -5.089, -3.939], [4.560, -6.689, -2.461], [3.409, 5.606, -5.190], [0.282, 4.237, -4.473], [-6.842, -4.836, 4.187], [-1.830, 3.658, -4.336], [6.680, 2.612, 4.496], [3.622, -7.222, -5.183], [4.359, -5.134, -4.358], [-2.612, 5.928, -1.678], [6.620, 0.034, 3.781], [6.503, 4.083, 3.882], [-5.736, -2.831, 4.018], [-1.205, 6.245, -3.410], [2.691, -6.057, -3.464], [-6.930, -2.429, 5.674], [0.043, 4.931, -5.279], [-3.508, 4.018, -2.721], [8.038, 1.579, 5.849], [-1.831, 5.973, -6.845], [-4.372, -2.583, 2.420], [6.436, 4.795, 4.705], [-7.746, 1.073, 6.165], [-1.129, 7.321, -3.569], [-6.677, -0.465, 5.063], [-6.276, -2.777, 1.566], [2.928, -4.601, -5.133], [-1.320, 5.617, -4.850], [-1.230, 7.487, -5.996], [3.117, -7.431, -1.900], [-7.821, -2.030, 4.112]]}

---

Entry 3:
{"formula": "C3H8N2O", "method": "ωB97M-V/def2-TZVPD", "gap_ev": 9.262, "relative_energy_kj_mol": 180.4, "energy_ha": -303.82343, "fmax_ev_per_a": 0.8, "molar_mass_g_mol": 88.110, "smiles": "C/N=C(\\[O-])[NH2+]C", "elements": ["H", "O", "C", "H", "C", "H", "H", "C", "H", "H", "N", "H", "H", "N"], "coordinates": [[3.172, -0.462, 0.191], [0.170, 1.750, -0.450], [2.388, -0.338, -0.566], [2.473, -1.180, -1.265], [-2.201, -0.031, 0.062], [-3.006, -0.455, 0.666], [-2.047, -0.641, -0.830], [0.306, 0.626, -0.005], [2.561, 0.597, -1.110], [-1.053, 0.496, 1.704], [-0.944, 0.011, 0.815], [-0.408, -0.876, 0.914], [-2.450, 0.987, -0.243], [1.099, -0.391, 0.067]]}

---

Entry 4:
{"formula": "C34H35BF3N7O4SbSeSn", "method": "ωB97M-V/def2-TZVPD", "gap_ev": 7.627, "charge": 1, "energy_ha": -5180.99619, "fmax_ev_per_a": 1.2, "molar_mass_g_mol": 992.936, "elements": ["C", "C", "H", "C", "C", "H", "C", "C", "H", "H", "Sb", "C", "C", "H", "Sn", "C", "N", "C", "C", "H", "H", "O", "N", "N", "N", "C", "Se", "H", "C", "H", "H", "H", "H", "F", "F", "H", "C", "O", "C", "H", "H", "H", "C", "H", "O", "C", "H", "H", "C", "C", "H", "O", "N", "C", "C", "H", "C", "C", "C", "H", "C", "H", "F", "C", "H", "H", "B", "C", "C", "H", "C", "H", "C", "H", "H", "N", "H", "H", "H", "C", "N", "C", "C", "H", "H", "C", "H"], "coordinates": [[1.498, -5.630, 1.043], [-1.391, -1.305, 3.522], [-1.522, -0.607, -2.402], [0.785, 1.414, -6.410], [4.335, -1.270, 2.108], [-4.089, -1.276, -0.123], [1.130, -4.326, 1.328], [0.279, 1.315, -5.127], [-2.013, 2.829, 2.179], [3.148, 0.756, 4.552], [0.190, -1.518, 0.826], [0.760, 2.635, -7.075], [-2.374, -1.650, 4.437], [1.057, -5.620, -2.325], [-0.641, 1.237, -0.360], [3.694, 1.220, -0.579], [-0.086, 2.315, 1.453], [3.384, 0.259, -1.534], [-3.168, -2.751, 4.171], [0.299, 0.370, -4.600], [-2.450, -0.371, 1.326], [-2.297, 2.919, -0.303], [1.536, 0.928, -0.468], [1.154, 2.615, 1.914], [2.580, 1.604, 0.033], [-2.021, -3.156, 2.127], [-1.449, 4.057, -1.189], [-5.324, -0.224, -0.793], [-0.961, 2.792, 2.374], [5.279, -1.679, 1.773], [1.351, -0.502, -2.014], [-3.904, -0.688, -2.627], [4.057, -0.247, -2.203], [-4.121, -3.083, 5.046], [1.815, -7.315, -0.546], [-0.710, 4.532, -4.689], [0.226, 3.754, -6.454], [-2.035, 5.542, -1.281], [-1.196, -2.053, 2.358], [1.205, 0.542, -6.893], [4.640, 1.658, -0.302], [-2.534, -1.081, 5.344], [3.144, -1.556, 1.458], [-1.891, -3.761, 1.236], [-1.675, 3.321, -2.790], [1.942, -0.191, 3.030], [-2.109, -1.598, -1.250], [2.567, 3.789, 0.596], [-3.010, -3.516, 3.033], [-4.264, -0.278, -0.545], [1.942, 3.518, 3.616], [0.124, 3.769, -0.862], [-2.561, 0.586, 1.004], [1.050, 3.199, 3.101], [1.459, -6.057, -0.274], [1.159, 2.711, -8.078], [3.125, 0.103, 3.690], [-0.292, 3.660, -5.171], [4.299, -0.449, 3.216], [0.398, -3.276, -1.826], [-0.751, 2.335, -3.114], [0.210, 4.706, -6.968], [5.444, -0.171, 3.851], [-0.261, 2.437, -4.504], [3.405, 2.566, 1.908], [-0.702, 3.816, 4.311], [2.504, 2.705, 1.121], [-3.438, -0.133, -1.810], [0.701, -3.932, -1.018], [1.033, 0.264, 3.398], [2.017, 0.115, -1.434], [-3.645, -4.377, 2.872], [0.731, -3.476, 0.297], [-2.425, 1.158, 1.822], [-3.365, 0.914, -2.115], [-0.348, 1.414, -2.341], [-0.784, -0.435, 3.734], [-4.656, 0.681, 1.334], [3.170, -2.195, 0.583], [-0.286, 3.341, 3.440], [-2.065, -0.628, -1.546], [1.069, -5.238, -1.313], [-3.953, 0.770, 0.504], [-4.037, 1.771, 0.096], [1.814, -6.313, 1.819], [1.935, -1.033, 1.920], [1.160, -3.978, 2.354]]}

---

Entry 5:
{"formula": "C20H27N5O2", "method": "ωB97M-V/def2-TZVPD", "gap_ev": 8.497, "relative_energy_kj_mol": 1860.4, "energy_ha": -1201.95937, "fmax_ev_per_a": 18.4, "molar_mass_g_mol": 369.469, "elements": ["C", "C", "O", "C", "H", "H", "C", "C", "H", "C", "C", "H", "C", "H", "C", "O", "H", "N", "H", "H", "N", "H", "C", "N", "H", "C", "C", "N", "H", "H", "H", "H", "H", "H", "C", "H", "H", "H", "H", "H", "H", "C", "N", "C", "C", "C", "H", "C", "H", "C", "H", "C", "H", "H"], "coordinates": [[-1.222, -1.068, -3.659], [-2.755, 1.626, -0.730], [3.388, -0.762, -0.537], [3.073, 2.825, 0.750], [0.530, -0.027, -3.434], [2.192, 4.506, 1.922], [1.497, 0.569, 0.345], [-2.447, -1.410, -3.096], [0.485, 4.561, 1.259], [-2.889, -0.383, -2.303], [-2.095, -0.035, 1.136], [-4.210, 2.666, 1.162], [-0.728, 0.558, 0.969], [-4.058, -0.574, -1.633], [0.152, -4.123, 0.394], [3.969, 3.483, 1.077], [-1.885, 2.485, -0.543], [-2.945, 0.874, 0.222], [-0.780, -2.422, 1.625], [-0.589, -4.238, -0.236], [1.872, 2.807, 1.117], [5.055, 1.131, -1.173], [-2.097, 0.559, -1.855], [-0.355, 1.788, 1.495], [-0.724, -1.705, -0.771], [1.362, 4.017, 2.003], [0.218, -2.780, 0.914], [3.714, 1.467, 0.192], [-3.489, 2.085, -0.922], [5.450, 0.539, 0.260], [5.572, 2.229, 0.334], [1.186, -5.008, 2.126], [-0.271, 1.670, -2.236], [-0.688, -5.094, 2.046], [4.968, 1.321, -0.026], [-2.452, -0.096, 2.026], [0.153, -6.072, 1.233], [-2.903, -2.266, -3.276], [-0.755, -1.935, -4.338], [1.236, -2.549, 1.490], [1.287, -4.192, -0.105], [-0.417, -0.029, -3.257], [0.214, -0.091, 0.203], [0.222, -5.123, 1.631], [0.231, -1.599, -0.190], [-3.507, 1.906, 1.414], [-2.094, -0.892, 0.317], [-0.829, 0.615, -2.334], [-2.709, 2.730, 1.750], [2.710, 0.374, -0.036], [0.864, 3.778, 2.902], [1.054, 1.739, 0.903], [-3.795, 1.314, 2.280], [1.032, -1.749, -0.809]]}

---

Entry 6:
{"formula": "ClFHN2O", "method": "ωB97M-V/def2-TZVPD", "gap_ev": 8.928, "charge": -1, "relative_energy_kj_mol": 22.3, "energy_ha": -745.44444, "fmax_ev_per_a": 8.0, "molar_mass_g_mol": 99.472, "elements": ["N", "Cl", "F", "N", "O", "H"], "coordinates": [[-2.287, -1.096, 1.312], [0.587, -1.240, -0.573], [0.738, 1.342, 0.241], [-2.408, -1.030, 0.152], [-2.665, -0.910, -0.962], [0.852, 0.480, -0.372]]}

---

Number 1: lowest unoccupied orbital energy 0.03367 hartree. Number 2: lowest unoccupied orbital energy -0.16606 hartree. Number 3: lowest unoccupied orbital energy 0.02467 hartree. Number 4: lowest unoccupied orbital energy -0.13911 hartree. Number 5: lowest unoccupied orbital energy 0.00609 hartree. Number 6: lowest unoccupied orbital energy 0.15498 hartree.